1.
Formula: C7H15NOSi
Source: the OMol25 dataset
Level of theory: ωB97M-V/def2-TZVPD

The gap between HOMO and LUMO comes out at 9.15 eV. The value obtained for the LUMO energy is 0.70 eV. The highest occupied orbital energy is -8.448 eV. The energy above the lowest of the compared OMol25 structures with the same formula, charge and spin comes out at 98.2 kJ/mol.

Atoms and positions in Å:
C  -0.2803  1.6095  0.0679
C  -4.3301  0.1023  -0.2774
C  1.1350  2.1509  -0.1497
C  -0.3592  -2.2405  0.6073
C  2.3268  -0.7570  0.7431
C  0.8954  -1.0703  -2.1054
C  -1.3905  2.2633  0.3156
N  -4.1217  -0.3283  0.7957
O  -0.2483  0.2848  0.2509
Si  0.7650  -1.0285  -0.2258
H  1.6819  1.5249  -0.8612
H  1.1675  3.2839  -0.5209
H  1.6844  2.1299  0.8168
H  0.0726  -2.5243  1.6066
H  -1.4005  -1.9207  0.8257
H  -0.5012  -3.2109  0.0919
H  3.2097  -1.0530  0.2826
H  2.5473  0.3382  0.9691
H  2.1840  -1.1993  1.7740
H  -0.0769  -0.9032  -2.6334
H  1.4110  -0.2189  -2.3578
H  1.5242  -1.8482  -2.4012
H  -2.2716  1.6583  0.5629
H  -1.7366  3.2442  0.0975
H  -3.8879  -0.2870  1.7252

Force components x, y, z for each atom (eV/Å):
C 2.403 0.408 0.160
C 0.084 -0.599 0.742
C -0.369 2.783 -0.491
C -0.316 -2.106 0.930
C -0.809 1.613 2.075
C -2.269 0.208 1.516
C -2.333 -0.539 -0.114
N -0.682 0.718 -2.935
O 0.080 -1.154 -0.287
Si -2.006 1.838 0.574
H -0.062 0.256 0.020
H -0.209 -2.481 0.720
H -0.430 0.029 -0.608
H -0.285 0.274 -0.785
H 0.819 0.360 -0.403
H 0.294 0.332 0.071
H 1.687 -1.160 -0.648
H -0.686 -1.349 -0.456
H 0.389 0.126 -1.189
H 0.682 -0.946 0.491
H 1.535 2.314 -0.557
H 0.474 -1.678 -0.931
H 0.535 -0.070 -0.040
H 0.917 1.002 -0.034
H 0.557 -0.181 2.178

=====

2.
Formula: C7H15O2
Source: the OMol25 dataset
Level of theory: ωB97M-V/def2-TZVPD

The gap between HOMO and LUMO (spin up / spin down) comes out at 11.36 / 7.50 eV. The value obtained for the LUMO energy (spin up / spin down) is 0.73 / -3.11 eV. The highest occupied orbital energy (spin up / spin down) is -10.633 / -10.611 eV. The spin multiplicity is 2. The energy above the lowest of the compared OMol25 structures with the same formula, charge and spin comes out at 125.2 kJ/mol.

Atoms and positions in Å:
C  1.0973  0.1549  0.8796
C  2.2231  1.2632  0.9966
C  1.4291  -0.4519  -0.5297
C  1.2081  -0.7155  2.1355
H  0.0776  0.5465  0.8381
H  1.7836  2.2175  1.3365
H  2.7822  1.4121  0.0808
H  2.4272  -0.9460  -0.5633
H  0.6806  -1.0996  -0.9701
H  1.3574  0.4658  -1.1108
H  0.3871  -0.7223  2.8373
H  1.1403  -1.8094  1.9279
H  2.1170  -0.5121  2.7168
H  3.0594  1.0800  1.6849
C  -2.6754  -0.2175  -0.9279
C  -2.1934  1.0748  -1.5769
C  -1.8100  -1.4193  -1.0939
O  -1.7999  -2.1024  -2.1725
O  -1.2183  -1.9094  -0.1343
H  -2.5502  -0.0332  0.1695
H  -3.6863  -0.4043  -1.2389
H  -2.2964  1.0033  -2.6451
H  -1.0730  1.1038  -1.4975
H  -2.4673  2.0208  -1.1426

Force components x, y, z for each atom (eV/Å):
C 1.951 -0.109 -0.113
C -0.675 0.837 0.670
C -0.454 0.139 0.732
C -0.009 -2.049 0.017
H 0.278 0.430 -0.104
H 0.276 -0.177 -0.296
H -0.438 0.279 -0.503
H -0.645 0.597 -0.056
H 0.130 -0.416 0.382
H 0.664 -0.214 -0.663
H -0.535 1.038 0.185
H 0.675 0.546 -0.382
H -0.239 -0.223 -0.277
H -0.608 -0.541 0.304
C 0.708 1.525 1.465
C 2.898 -0.820 -0.661
C -1.241 0.038 0.413
O 0.524 -0.072 0.068
O 0.262 -0.484 -0.518
H -0.794 -0.395 -0.630
H -0.541 -0.396 0.208
H -0.613 0.503 -0.501
H -0.686 -0.060 0.188
H -0.887 0.024 0.073

=====

3.
Formula: C7H15O3P
Source: the OMol25 dataset
Level of theory: ωB97M-V/def2-TZVPD

The SMILES is COCCCCPCC(=O)O. The gap between HOMO and LUMO comes out at 9.34 eV. The value obtained for the LUMO energy is 0.66 eV. The highest occupied orbital energy is -8.681 eV. The energy above the lowest of the compared OMol25 structures with the same formula, charge and spin comes out at 252.9 kJ/mol.

Atoms and positions in Å:
C  -1.3062  -3.2078  -1.4428
O  -2.0974  -2.1607  -2.0420
C  -1.3373  -0.9592  -2.2657
C  -0.6662  -0.3248  -0.9571
C  0.9162  -0.6303  -0.8993
C  1.5681  -0.1286  0.4969
P  1.8239  1.7528  0.5404
C  0.2248  2.6371  1.0918
C  0.0099  2.6454  2.6818
O  -0.8364  3.3616  3.2685
O  0.7621  1.7754  3.5291
H  -1.3465  -3.0894  -0.3023
H  -0.2519  -3.3060  -1.8561
H  -1.8385  -4.2030  -1.6694
H  -0.5134  -1.0755  -3.0640
H  -2.0865  -0.1796  -2.6600
H  -0.7581  0.8202  -1.0498
H  -1.1634  -0.6089  0.0245
H  1.3872  -0.0960  -1.7857
H  1.0934  -1.7595  -1.0351
H  0.9706  -0.5279  1.3902
H  2.6128  -0.6094  0.5740
H  2.7612  1.9873  1.6214
H  -0.7059  2.2399  0.5733
H  0.3398  3.7395  0.7840
H  0.4376  1.9073  4.4534

Force components x, y, z for each atom (eV/Å):
C -0.894 -1.119 0.450
O 1.642 0.161 -0.092
C -0.260 1.343 0.257
C 1.006 0.562 -0.360
C -0.622 0.076 0.558
C 0.019 -1.072 0.072
P 0.063 -0.079 -1.064
C 0.543 0.197 1.709
C -2.390 1.028 2.774
O 2.586 -1.929 -2.429
O -0.811 1.041 -1.763
H 0.545 -0.136 -1.527
H -1.221 0.417 0.542
H 0.718 1.550 0.262
H -1.170 -0.151 1.083
H 1.018 -1.393 0.459
H 0.025 -1.679 0.109
H 0.420 0.107 -1.339
H -0.379 -0.649 1.168
H -0.189 1.723 0.351
H 0.736 0.521 -1.273
H -1.445 0.936 -0.044
H -1.019 -0.369 -0.202
H 1.250 0.375 0.863
H -0.216 -1.671 0.567
H 0.045 0.210 -1.131

=====

4.
Formula: C7H15OP
Source: the OMol25 dataset
Level of theory: ωB97M-V/def2-TZVPD

The gap between HOMO and LUMO comes out at 8.40 eV. The value obtained for the LUMO energy is 0.30 eV. The highest occupied orbital energy is -8.096 eV. The energy above the lowest of the compared OMol25 structures with the same formula, charge and spin comes out at 33.9 kJ/mol.

Atoms and positions in Å:
C  2.4622  -0.5820  0.2659
C  2.3761  -0.1966  -1.1897
C  1.7041  0.4625  1.0911
C  -0.9239  -1.4241  0.0430
C  -1.9857  0.5856  1.1306
C  -1.9197  0.3982  -1.3734
C  -1.2066  0.0627  -0.0701
O  0.1276  2.5033  -0.0771
P  0.3847  1.0625  -0.1204
H  2.0151  -1.5649  0.4147
H  3.5047  -0.6339  0.5984
H  3.0113  0.6110  -1.5177
H  2.1939  -0.9668  -1.9191
H  1.3499  0.1092  2.0616
H  2.3152  1.3523  1.2577
H  -1.8595  -1.9820  0.0022
H  -0.2911  -1.7551  -0.7765
H  -0.4326  -1.6558  0.9849
H  -2.1152  1.6630  1.0488
H  -1.4600  0.3725  2.0612
H  -2.9696  0.1177  1.1754
H  -2.0490  1.4757  -1.4549
H  -1.3315  0.0593  -2.2245
H  -2.9003  -0.0745  -1.4120

Force components x, y, z for each atom (eV/Å):
C -0.010 -0.006 0.019
C -2.328 1.374 1.094
C -0.519 0.077 -0.203
C 0.079 0.139 -0.001
C 0.079 0.136 0.012
C 0.061 0.118 -0.010
C 0.585 0.267 -0.128
O -0.230 0.975 -0.235
P 2.487 -2.656 -0.338
H 0.048 -0.028 0.012
H -0.010 -0.108 0.068
H 0.100 0.133 -0.106
H -0.034 -0.109 -0.204
H -0.034 0.048 0.066
H -0.048 0.034 -0.029
H -0.069 -0.042 -0.004
H 0.086 -0.135 -0.106
H 0.068 -0.109 0.117
H -0.063 0.052 0.059
H -0.019 -0.019 0.113
H -0.049 -0.086 -0.014
H -0.080 0.074 -0.082
H -0.022 -0.050 -0.134
H -0.078 -0.080 0.034